# 1
Entry from OMol25: a structure of composition C16H38AgClN4O6 (ωB97M-V with the def2-TZVPD basis set).

Strongest force on any atom = 5.2 eV/A
E_tot = -1910.00643 Ha
Charge = -1
E_LUMO (spin up / spin down) = 2.29 / 2.21 eV
Kohn-Sham gap (spin up / spin down) = 0.0539 / 0.2633 Eh
Spin multiplicity = 2

Each line ends with the Löwdin charge.
Cartesian coordinates (Å):
1 Ag -11.203850 10.202020 20.477910  0.68
2 Cl -11.112720 11.596140 17.826370  -0.57
3 C -6.018890 6.070900 18.764910  -0.21
4 O -6.714170 7.280470 19.012830  -0.20
5 C -7.802700 7.448280 18.102620  -0.23
6 C -8.495570 8.786310 18.136770  -0.20
7 O -8.929030 9.236660 19.389420  -0.27
8 C -8.289180 10.372710 19.916260  -0.15
9 H -6.610730 5.156280 18.800640  0.05
10 H -5.260440 5.998210 19.544390  0.07
11 H -5.577550 5.977480 17.772650  0.07
12 H -8.457170 6.638720 18.425710  0.10
13 H -7.457960 7.171450 17.106320  0.12
14 H -9.412380 8.693850 17.554510  0.12
15 H -7.750110 9.470390 17.731270  0.13
16 H -8.725830 10.827550 20.805390  0.05
17 H -8.335170 11.219750 19.231780  0.07
18 H -7.254720 10.141660 20.170450  0.09
19 C -14.469780 8.753340 17.937590  -0.02
20 C -13.473820 8.271500 18.881390  -0.58
21 O -12.967900 9.005290 19.714950  -0.05
22 N -12.956200 7.035930 18.597520  0.01
23 C -11.763740 6.528380 19.215150  -0.18
24 H -15.264040 8.009550 18.000920  0.08
25 H -13.962670 8.660650 16.977190  0.09
26 H -14.619940 9.806280 18.176080  0.08
27 H -13.230720 6.575400 17.741570  0.11
28 H -11.484640 7.139320 20.073610  0.05
29 H -10.946000 6.517430 18.494540  0.06
30 H -11.956300 5.572060 19.701430  0.03
31 C -13.708060 12.039170 24.217670  0.00
32 C -13.852700 11.610040 22.753490  -0.61
33 O -13.009680 10.864330 22.296850  0.01
34 N -14.773410 12.083460 21.987420  0.01
35 C -15.062330 11.934860 20.585650  -0.05
36 H -12.739310 12.537360 24.255500  0.08
37 H -13.735520 11.168580 24.872980  0.08
38 H -14.523510 12.655080 24.596870  0.06
39 H -15.379010 12.743850 22.453500  0.13
40 H -14.392570 12.602790 20.044000  0.08
41 H -16.100330 12.119290 20.308810  0.08
42 H -14.993400 10.918990 20.196610  0.07
43 C -8.899750 13.596690 23.009000  0.01
44 C -10.157500 13.383910 22.134200  -0.59
45 O -10.539520 12.336330 21.734970  0.03
46 N -10.864470 14.485510 21.986440  0.02
47 C -12.231900 14.510250 21.344660  -0.02
48 H -8.155180 12.833770 22.781680  0.08
49 H -9.038220 13.439120 24.078620  0.07
50 H -8.563580 14.633390 22.990170  0.06
51 H -10.532630 15.345850 22.398510  0.12
52 H -12.973740 14.293450 22.113280  0.06
53 H -12.362450 13.765320 20.559720  0.07
54 H -12.367390 15.514490 20.943130  0.08
55 C -10.980870 6.598760 22.702480  -0.06
56 C -9.987570 7.631910 22.084740  -0.55
57 O -10.190140 8.852630 22.091430  -0.05
58 N -8.898760 7.154770 21.531370  0.06
59 C -8.413910 5.736720 21.779780  -0.16
60 H -10.639140 6.001130 23.547560  0.06
61 H -11.186150 5.821550 21.966350  0.03
62 H -11.961860 7.035160 22.890420  0.07
63 H -8.343360 7.797090 20.984510  0.11
64 H -9.005000 5.082110 21.139320  0.02
65 H -8.353760 5.437310 22.826120  0.05
66 H -7.399100 5.629680 21.396640  0.05

Cartesian forces, eV/Å:
Ag 0.0 0.6 -0.5
Cl -0.1 -0.2 0.5
C 0.1 -0.1 0.4
O 0.5 0.4 -0.4
C -0.2 -1.8 1.3
C 0.7 0.2 -0.2
O -0.4 -0.4 1.3
C 0.9 1.0 -0.3
H -0.7 0.1 0.5
H 0.1 0.0 -0.2
H 0.3 0.7 -0.3
H -0.8 -0.1 -0.3
H -0.1 0.4 -0.4
H 0.3 0.3 -0.6
H -0.4 0.6 -0.4
H -0.6 -1.0 0.2
H 0.2 -0.1 -0.6
H 0.3 0.0 -0.1
C -0.2 -0.2 -0.4
C 2.7 -0.6 -0.2
O -0.8 -0.4 0.6
N -0.5 0.4 0.2
C 0.1 0.0 0.9
H -0.7 0.7 -0.3
H -0.3 0.2 -0.3
H -0.7 -0.3 -0.2
H -0.2 0.1 0.2
H 0.0 0.4 -0.4
H 0.1 -0.3 0.2
H 0.2 -0.4 -0.5
C -0.8 0.0 -0.4
C 3.1 -1.8 1.0
O 0.7 -0.8 0.1
N -4.5 2.5 -0.1
C 0.5 -0.6 -1.0
H -0.1 0.0 0.3
H 0.4 -0.2 -0.3
H 0.1 0.5 -0.2
H -0.1 -0.1 -0.1
H -0.1 -0.3 -0.5
H -0.1 0.8 0.7
H 0.9 -0.1 0.4
C 0.0 -0.4 0.1
C 1.5 0.9 2.2
O -0.2 -2.6 -0.9
N -2.3 2.1 -1.1
C 1.2 0.1 0.8
H 0.2 0.4 -0.5
H -0.9 -0.2 0.0
H 0.5 -0.1 -0.5
H -0.1 -0.2 -0.2
H -0.1 0.2 0.0
H 0.6 0.0 0.0
H -0.2 -0.1 0.0
C 0.0 0.1 -0.8
C -1.3 0.3 1.2
O -0.5 -0.4 0.3
N 1.7 -2.6 0.4
C 0.0 1.2 -1.4
H 0.3 0.5 0.2
H 0.2 -0.1 -0.3
H 0.3 0.4 0.3
H 0.1 0.0 0.0
H -0.2 -0.4 0.4
H -0.5 0.2 0.0
H 0.0 0.4 0.0

# 2
Entry from OMol25: the molecule C6H8N4 (ωB97M-V with the def2-TZVPD basis set).

Strongest force on any atom = 14.6 eV/A
E_tot = -452.29402 Ha
SMILES string = [H]/N=C(/N)Nc1ccncc1
Charge = 0
E_LUMO = 0.70 eV
Kohn-Sham gap = 0.3533 Eh

Each line ends with the Löwdin charge.
Cartesian coordinates (Å):
1 C 0.307818 -1.373123 1.552221  -0.59
2 C 0.214336 0.469968 -0.156838  -0.10
3 C 0.409472 1.896875 -0.270234  0.03
4 C 0.048356 2.510131 -1.361363  -0.08
5 C -0.669746 0.465434 -2.186471  -0.21
6 C -0.391921 -0.197746 -1.155564  -0.10
7 H -1.668490 -1.232898 1.195691  0.08
8 H -1.090877 -2.964816 1.585390  0.20
9 H 2.002551 -1.869278 2.249092  -0.06
10 H 1.198147 0.373485 1.712195  0.09
11 H 0.837697 2.257911 0.396882  0.00
12 H 0.355245 3.275443 -1.632790  0.00
13 H -1.208550 -0.038580 -2.996887  0.12
14 H -0.601518 -1.317383 -1.254258  0.15
15 N -0.918048 -1.878402 1.243858  0.10
16 N 1.125266 -2.073338 2.259464  0.13
17 N 0.566227 -0.086476 1.189055  0.13
18 N -0.515964 1.782793 -2.369442  0.10

Cartesian forces, eV/Å:
C 1.3 -1.8 1.9
C 1.0 1.8 4.7
C -5.5 -9.5 -6.6
C -5.2 -12.9 -0.5
C -3.1 5.3 -7.3
C 1.4 -7.0 4.8
H -0.8 0.2 0.0
H 0.6 4.3 -1.1
H 6.7 2.2 -0.1
H 2.6 1.8 1.8
H 6.8 6.3 10.7
H 4.3 13.4 -3.8
H 0.4 0.2 -0.1
H 0.5 1.7 1.0
N -0.2 -4.1 0.8
N -7.4 -2.2 -0.4
N -3.4 -0.1 -5.6
N 0.0 0.3 -0.2

# 3
Entry from OMol25: a structure of composition C64H34Cl6F5N5O2SY (ωB97M-V with the def2-TZVPD basis set).

Strongest force on any atom = 2.2 eV/A
E_tot = -6580.86829 Ha
Charge = -1
E_LUMO = 0.59 eV
Kohn-Sham gap = 0.1864 Eh

Each line ends with the Löwdin charge.
Cartesian coordinates (Å):
1 Y -0.312883 0.456169 0.438941  1.52
2 Cl 2.696212 -8.518977 1.211221  0.63
3 C 2.030590 -6.903327 1.159146  -0.67
4 C 2.880959 -5.822903 0.993420  -0.10
5 C 2.344051 -4.542974 0.945585  -0.02
6 C 0.970840 -4.335442 1.054546  -0.20
7 C 0.141593 -5.441037 1.225801  -0.01
8 C 0.664610 -6.725793 1.281521  -0.09
9 C 0.396989 -2.956917 0.970805  -0.04
10 C 0.725550 -2.079792 2.028396  -0.22
11 C 1.461783 -2.415539 3.230670  0.02
12 C 1.507354 -1.296623 4.000036  0.02
13 C 0.810536 -0.246406 3.282943  -0.22
14 C 0.581117 1.068195 3.750833  -0.06
15 C 1.119457 1.364087 5.115270  -0.21
16 C 2.483713 1.566242 5.302226  -0.02
17 C 2.998760 1.849392 6.560841  -0.10
18 C 2.134085 1.925320 7.639332  -0.67
19 Cl 2.772324 2.283663 9.226976  0.63
20 C 0.774244 1.723876 7.482393  -0.10
21 C 0.273755 1.443674 6.217650  -0.02
22 C -0.130723 2.116472 3.117393  -0.22
23 N -0.619331 2.106566 1.848511  -0.02
24 C -1.324337 3.247117 1.615665  -0.21
25 C -2.029396 3.554288 0.427919  -0.04
26 C -2.768187 4.856495 0.412102  -0.21
27 C -2.456086 5.843379 -0.520316  -0.03
28 C -3.150070 7.045605 -0.557196  -0.10
29 C -4.175588 7.257664 0.347200  -0.67
30 Cl -5.068416 8.759639 0.298280  0.63
31 C -4.509402 6.296401 1.285934  -0.10
32 C -3.801921 5.102268 1.313474  -0.02
33 C -2.216373 2.730501 -0.717874  -0.23
34 C -3.172619 2.974892 -1.774083  0.01
35 C -3.215968 1.857431 -2.547365  0.01
36 C -2.293110 0.900136 -1.980522  -0.33
37 N -1.679254 1.499267 -0.921960  -0.06
38 C -2.174319 -0.460273 -2.372492  -0.13
39 C -1.513781 -1.518452 -1.704369  -0.24
40 C -1.400981 -2.885730 -2.181374  0.01
41 C -0.711738 -3.585576 -1.250210  0.02
42 C -0.376469 -2.660199 -0.181615  -0.21
43 N -0.883165 -1.449460 -0.502953  -0.02
44 C -2.942902 -0.839559 -3.593614  -0.20
45 C -3.948932 -1.800844 -3.511510  -0.01
46 C -4.686698 -2.156775 -4.632470  -0.09
47 C -4.413623 -1.542614 -5.843641  -0.67
48 Cl -5.350424 -1.971082 -7.256427  0.63
49 C -3.418617 -0.587205 -5.954327  -0.10
50 C -2.690497 -0.238983 -4.825407  -0.05
51 C -1.248185 4.060300 2.811156  0.01
52 C -0.514955 3.373224 3.725448  0.01
53 N 0.351365 -0.776538 2.118327  -0.02
54 H 3.947279 -5.982600 0.901262  0.10
55 H 2.998800 -3.688092 0.811706  0.12
56 H -0.928517 -5.294394 1.325304  0.11
57 H 0.016960 -7.580822 1.424942  0.11
58 H 1.858814 -3.391176 3.469646  0.11
59 H 1.953054 -1.195845 4.978753  0.11
60 H 3.145604 1.507216 4.444285  0.13
61 H 4.059322 2.008738 6.705471  0.10
62 H 0.116906 1.777964 8.340378  0.10
63 H -0.788721 1.270705 6.081402  0.13
64 H -1.654394 5.664925 -1.228154  0.13
65 H -2.897128 7.812392 -1.278130  0.10
66 H -5.318413 6.477842 1.981938  0.10
67 H -4.069950 4.333314 2.029889  0.13
68 H -3.777589 3.862377 -1.883634  0.11
69 H -3.863742 1.682352 -3.392236  0.11
70 H -1.784384 -3.261546 -3.117474  0.11
71 H -0.455156 -4.633794 -1.281723  0.11
72 H -4.170847 -2.247096 -2.545970  0.13
73 H -5.469391 -2.901582 -4.566487  0.11
74 H -3.215655 -0.125881 -6.912347  0.10
75 H -1.906445 0.508661 -4.898059  0.07
76 H -1.697201 5.032185 2.942874  0.11
77 H -0.277826 3.682349 4.732525  0.11
78 F -2.003457 -4.748211 4.232819  0.10
79 C -2.385958 -3.743273 3.428780  -0.17
80 C -2.185504 -2.427192 3.790506  -0.16
81 F -1.601652 -2.154578 4.968200  0.10
82 C -2.583746 -1.405083 2.947276  -0.26
83 F -2.318575 -0.162893 3.379137  0.06
84 C -3.216268 -1.616597 1.710390  -0.60
85 S -3.720120 -0.344115 0.627376  0.60
86 C -3.387431 -2.966104 1.398261  -0.26
87 F -3.942839 -3.318776 0.225026  0.06
88 C -2.990278 -4.003332 2.220828  -0.17
89 F -3.176671 -5.284680 1.840346  0.08
90 Cl 5.356608 -1.052023 -4.705278  0.74
91 C 3.747341 -0.626092 -5.194136  -0.58
92 C 3.390671 -0.862782 -6.510864  -0.12
93 C 2.092113 -0.624201 -6.934151  -0.09
94 C 1.161484 -0.135954 -6.031855  -0.11
95 C 1.546354 0.125537 -4.729607  -0.53
96 Cl 0.364197 0.787499 -3.647772  0.86
97 C 2.843914 -0.115434 -4.260543  -0.29
98 N 3.165763 0.068461 -2.926000  0.08
99 C 4.267018 0.828250 -2.471285  -0.23
100 C 4.985375 1.686206 -3.295888  -0.06
101 C 6.062844 2.407106 -2.797855  -0.09
102 C 6.426957 2.280142 -1.457415  -0.10
103 C 5.690746 1.422294 -0.649057  -0.03
104 C 4.614418 0.697713 -1.147346  -0.17
105 C 3.819622 -0.235831 -0.303585  -0.05
106 C 2.442631 0.311776 -0.066831  -0.62
107 O 2.200560 1.061341 0.899123  0.00
108 O 1.537487 -0.015687 -0.911154  -0.16
109 H 4.135887 -1.253156 -7.189842  0.10
110 H 1.804198 -0.827984 -7.957985  0.10
111 H 0.140029 0.064165 -6.332408  0.10
112 H 2.416755 -0.072158 -2.257021  0.05
113 H 4.688397 1.796228 -4.334228  0.11
114 H 6.612072 3.068864 -3.456901  0.10
115 H 7.263728 2.834769 -1.051314  0.09
116 H 5.954716 1.303920 0.396357  0.11
117 H 4.304255 -0.357503 0.664170  0.13
118 H 3.734071 -1.212122 -0.784711  0.13

Cartesian forces, eV/Å:
Y 1.9 0.4 -1.1
Cl 0.0 0.1 0.0
C 0.1 0.0 0.0
C 0.0 0.1 0.0
C 0.0 0.0 0.0
C -0.1 0.0 0.0
C -0.1 0.0 0.0
C -0.1 0.0 0.0
C 0.1 0.1 0.1
C -0.1 -0.2 0.0
C 0.0 0.0 0.1
C 0.0 0.0 0.0
C -0.1 0.0 0.1
C -0.1 -0.1 0.0
C 0.0 0.1 -0.1
C 0.1 0.0 0.0
C 0.0 0.0 -0.1
C 0.0 0.0 0.0
Cl 0.0 0.0 -0.1
C -0.1 0.0 0.0
C 0.0 0.0 0.0
C 0.0 0.0 0.0
N -0.5 0.4 0.8
C -0.1 0.1 -0.1
C 0.0 -0.1 0.1
C 0.1 -0.1 0.0
C 0.0 0.0 0.0
C 0.0 0.0 0.0
C 0.0 0.0 0.0
Cl 0.1 -0.1 0.0
C 0.0 0.0 0.0
C -0.1 0.0 0.0
C -0.1 0.1 0.0
C 0.0 0.0 0.0
C 0.0 -0.1 0.0
C -0.2 0.0 -0.1
N -0.6 0.5 -0.5
C -0.1 0.0 0.2
C -0.1 0.0 -0.1
C 0.0 0.1 -0.1
C 0.1 0.0 0.1
C 0.0 -0.2 -0.1
N -0.4 -0.8 -0.2
C 0.1 0.0 0.0
C -0.1 0.0 0.1
C 0.0 0.0 0.0
C 0.0 0.0 0.0
Cl 0.1 0.0 0.1
C 0.0 0.0 0.0
C 0.1 0.1 -0.1
C 0.1 0.1 0.0
C 0.0 0.0 0.0
N -0.1 -0.6 0.9
H 0.0 0.0 0.0
H 0.0 -0.1 0.0
H 0.1 -0.1 0.0
H 0.0 0.0 0.0
H 0.0 0.1 0.0
H 0.0 0.0 -0.1
H 0.0 0.0 0.1
H 0.0 0.0 0.0
H 0.0 0.0 0.0
H 0.1 0.0 0.0
H 0.0 0.0 0.0
H 0.0 0.0 0.0
H 0.0 0.0 0.0
H 0.0 0.0 0.0
H 0.0 -0.1 0.0
H 0.0 0.0 0.1
H 0.0 0.0 0.1
H 0.0 0.1 0.0
H 0.0 0.0 -0.1
H 0.0 0.1 0.0
H 0.0 0.0 0.0
H -0.2 -0.1 0.0
H 0.0 0.0 0.0
H 0.0 0.0 -0.1
F 0.0 0.0 0.0
C 0.1 0.0 0.1
C 0.0 0.1 -0.1
F 0.0 0.1 0.0
C -0.1 -0.2 0.1
F -0.1 0.2 -0.1
C -0.1 0.3 0.0
S 0.3 -0.1 0.7
C 0.0 -0.3 -0.2
F 0.0 0.0 0.0
C -0.1 -0.1 -0.2
F 0.0 0.1 0.0
Cl 0.0 -0.1 0.0
C 0.1 -0.1 -0.2
C -0.1 0.0 -0.1
C 0.1 0.0 0.0
C 0.0 0.0 0.0
C -0.2 0.1 -0.1
Cl 0.3 0.1 -0.1
C 0.1 0.0 0.2
N 1.1 0.3 -0.9
C -0.7 -0.2 -1.1
C 0.1 0.3 -0.2
C -0.1 -0.1 0.2
C -0.2 -0.1 -0.2
C 0.1 0.1 0.1
C 0.6 0.1 0.5
C 0.4 -0.4 0.7
C -0.3 0.4 0.5
O -0.2 -0.2 -0.3
O -0.4 0.0 0.5
H 0.0 0.0 0.0
H 0.0 0.0 0.0
H 0.1 0.0 0.0
H -0.4 0.0 0.1
H 0.1 0.0 0.1
H 0.0 0.0 0.0
H 0.0 0.0 0.0
H 0.0 0.0 0.0
H 0.0 0.0 0.0
H 0.0 0.0 -0.1